one) {
  "formula": "H10O5",
  "method": "ωB97M-V/def2-TZVPD",
  "species": ["O", "H", "H", "O", "H", "H", "O", "H", "H", "O", "H", "H", "O", "H", "H"],
  "xyz": [[0.991, -0.851, 3.202], [0.725, -1.180, 2.334], [1.140, 0.082, 3.149], [-3.293, 1.576, -0.879], [-3.678, 1.498, -1.717], [-2.421, 1.160, -0.998], [0.326, -1.261, 0.391], [0.170, -2.156, 0.136], [-0.284, -0.675, -0.089], [-0.840, 0.663, -1.581], [-0.436, 0.520, -2.487], [-0.363, 1.436, -1.274], [2.757, 0.073, -0.192], [1.859, -0.282, -0.178], [3.347, -0.604, 0.183]],
  "nbo_charge": [-0.965, 0.489, 0.467, -0.954, 0.457, 0.477, -0.981, 0.488, 0.508, -0.968, 0.503, 0.493, -0.973, 0.485, 0.473],
  "charge": 0,
  "e_homo_ev": -10.90,
  "orbital_gap_ha": 0.4004
}

two) {
  "formula": "H10O5",
  "method": "ωB97M-V/def2-TZVPD",
  "species": ["O", "H", "H", "O", "H", "H", "O", "H", "H", "O", "H", "H", "O", "H", "H"],
  "xyz": [[-0.363, 2.317, 1.443], [0.305, 2.715, 2.001], [-1.076, 2.955, 1.429], [-2.383, -0.512, -0.337], [-2.924, -0.155, -1.041], [-2.771, -0.163, 0.466], [1.797, -1.381, -2.233], [1.176, -0.841, -1.742], [2.341, -0.751, -2.706], [1.487, -1.942, 1.357], [1.223, -1.059, 1.096], [1.359, -2.472, 0.570], [0.237, 0.304, -0.326], [-0.623, -0.100, -0.203], [0.217, 1.085, 0.228]],
  "nbo_charge": [-0.951, 0.485, 0.482, -0.939, 0.482, 0.478, -0.961, 0.491, 0.463, -0.959, 0.481, 0.471, -1.014, 0.493, 0.496],
  "charge": 0,
  "e_homo_ev": -10.50,
  "orbital_gap_ha": 0.3884
}

In order of decreasing stability: two), one).